DFT (ωB97M-V/def2-TZVPD) results for a structure of composition C33H27Cl3MgN4O11Se.

The net charge is -2. The value obtained for the energy above the lowest of the compared OMol25 structures with the same formula, charge and spin is 8.3 kcal/mol. The calculation puts the max |F| at 1.14 eV/A.

```
80
C33H27Cl3MgN4O11Se, DFT ωB97M-V/def2-TZVPD
Mg 0.632 -1.298 -2.465
O -0.198 -0.086 -0.455
C -1.084 0.086 0.671
C -2.562 -0.077 0.151
O -3.437 0.324 0.950
O -2.701 -0.686 -0.941
C -0.926 1.549 1.111
C -0.714 1.964 2.420
C -0.546 3.318 2.717
C -0.575 4.264 1.705
C -0.796 3.856 0.393
C -0.974 2.514 0.104
C -0.816 -0.901 1.820
C 0.393 -1.584 1.925
C 0.653 -2.435 2.993
C -0.297 -2.624 3.983
C -1.513 -1.960 3.884
C -1.772 -1.109 2.818
H 0.715 0.163 -0.175
H -0.696 1.235 3.221
H -0.384 3.624 3.744
H -0.437 5.316 1.935
H -0.832 4.585 -0.409
H -1.147 2.193 -0.917
H 1.141 -1.491 1.154
H 1.602 -2.960 3.031
H -0.101 -3.294 4.814
H -2.276 -2.108 4.643
H -2.719 -0.590 2.734
Cl -2.731 -7.795 -2.316
C -2.111 -6.187 -2.651
C -1.471 -5.476 -1.650
C -0.990 -4.214 -1.937
Cl -0.240 -3.297 -0.659
C -1.097 -3.584 -3.203
O -0.638 -2.413 -3.463
C -1.783 -4.373 -4.166
Cl -2.010 -3.692 -5.751
C -2.275 -5.639 -3.911
H -1.354 -5.891 -0.658
H -2.780 -6.190 -4.693
N -4.610 0.445 -2.729
C -4.132 1.351 -3.599
O -4.832 2.061 -4.322
C -2.635 1.474 -3.602
C -2.041 2.706 -3.817
C -0.664 2.821 -3.700
C 0.069 1.700 -3.342
N -0.498 0.505 -3.153
C -1.818 0.385 -3.324
H -5.608 0.351 -2.685
H -4.024 -0.025 -2.015
H -2.669 3.554 -4.064
H -0.159 3.764 -3.860
H 1.145 1.734 -3.203
H -2.222 -0.612 -3.206
O 1.262 3.797 5.595
C 2.590 3.667 5.120
N 2.531 2.832 3.949
C 3.669 2.240 3.513
O 4.738 2.443 4.080
C 3.571 1.335 2.326
C 4.540 0.347 2.182
C 4.487 -0.491 1.091
C 3.468 -0.321 0.161
N 2.536 0.631 0.280
C 2.595 1.444 1.343
H 1.254 4.460 6.287
H 3.235 3.192 5.857
H 3.013 4.644 4.872
H 1.626 2.615 3.556
H 5.317 0.266 2.930
H 5.219 -1.272 0.932
H 3.422 -0.956 -0.713
H 1.825 2.212 1.398
O 2.241 -2.599 -2.359
Se 3.214 -1.690 -3.383
O 4.592 -1.298 -2.615
O 2.173 -0.368 -3.458
O 3.428 -2.380 -4.825
```

The natural (NBO) scheme yields these atomic charges, measured in e:
1 Mg 1.80
2 O -0.79
3 C 0.06
4 C 0.78
5 O -0.75
6 O -0.77
7 C -0.01
8 C -0.18
9 C -0.28
10 C -0.23
11 C -0.22
12 C -0.19
13 C 0.07
14 C -0.24
15 C -0.20
16 C -0.24
17 C -0.22
18 C -0.23
19 H 0.51
20 H 0.22
21 H 0.22
22 H 0.20
23 H 0.21
24 H 0.24
25 H 0.22
26 H 0.21
27 H 0.20
28 H 0.20
29 H 0.26
30 Cl -0.06
31 C -0.08
32 C -0.24
33 C -0.12
34 Cl 0.00
35 C 0.42
36 O -0.90
37 C -0.12
38 Cl -0.02
39 C -0.25
40 H 0.23
41 H 0.22
42 N -0.82
43 C 0.66
44 O -0.67
45 C -0.20
46 C -0.13
47 C -0.29
48 C 0.07
49 N -0.53
50 C 0.11
51 H 0.39
52 H 0.46
53 H 0.22
54 H 0.21
55 H 0.24
56 H 0.25
57 O -0.72
58 C 0.12
59 N -0.63
60 C 0.67
61 O -0.65
62 C -0.21
63 C -0.12
64 C -0.26
65 C 0.08
66 N -0.48
67 C 0.07
68 H 0.47
69 H 0.17
70 H 0.15
71 H 0.43
72 H 0.23
73 H 0.23
74 H 0.26
75 H 0.21
76 O -1.24
77 Se 2.74
78 O -1.10
79 O -1.25
80 O -1.06

DFT (ωB97M-V/def2-TZVPD) results for a cluster of 6 separate species, H12O6 in total.

The structure (SMILES) is O.O.O.O.O.O. The net charge is 0. The value obtained for the energy above the lowest of the compared OMol25 structures with the same formula, charge and spin is 29.6 kcal/mol. The calculation puts the max |F| at 4.07 eV/A.

```
18
H12O6, DFT ωB97M-V/def2-TZVPD
O 21.040 9.125 -9.495
H 20.572 9.808 -9.902
H 21.161 8.569 -10.253
O 19.098 10.106 -11.954
H 18.994 10.658 -12.719
H 19.387 10.703 -11.276
O 20.309 7.741 -11.886
H 19.635 7.147 -11.803
H 19.836 8.580 -11.803
O 19.167 11.592 -9.606
H 18.214 11.476 -9.552
H 19.392 11.853 -8.700
O 21.609 5.369 -11.858
H 21.221 6.229 -11.944
H 22.365 5.490 -11.268
O 20.052 8.895 -6.711
H 21.026 8.917 -6.575
H 19.922 8.718 -7.633
```

The natural (NBO) scheme yields these atomic charges, measured in e:
1 O -0.95
2 H 0.46
3 H 0.49
4 O -0.96
5 H 0.49
6 H 0.49
7 O -0.98
8 H 0.47
9 H 0.50
10 O -0.97
11 H 0.49
12 H 0.50
13 O -0.96
14 H 0.48
15 H 0.46
16 O -0.96
17 H 0.47
18 H 0.49

DFT (ωB97M-V/def2-TZVPD) results for the molecule C6H12O.

The structure (SMILES) is CC[C@@]1(C)C[C@H]1O. The net charge is 0. The value obtained for the energy above the lowest of the compared OMol25 structures with the same formula, charge and spin is 25.0 kcal/mol. The calculation puts the max |F| at 0.32 eV/A.

```
19
C6H12O, DFT ωB97M-V/def2-TZVPD
C 1.980 0.419 -0.515
C 1.072 -0.190 0.556
C -0.371 -0.353 0.109
C -0.611 -1.317 -1.036
C -1.443 -0.282 1.172
C -1.272 0.855 0.220
O -0.795 2.045 0.779
H 1.596 1.390 -0.852
H 2.063 -0.223 -1.398
H 2.991 0.578 -0.127
H 1.093 0.449 1.445
H 1.467 -1.169 0.861
H 0.143 -1.214 -1.824
H -0.591 -2.355 -0.684
H -1.590 -1.150 -1.502
H -1.124 -0.097 2.194
H -2.320 -0.918 1.075
H -2.034 0.986 -0.552
H -0.281 2.502 0.101
```

The natural (NBO) scheme yields these atomic charges, measured in e:
1 C -0.60
2 C -0.39
3 C -0.08
4 C -0.60
5 C -0.43
6 C 0.08
7 O -0.70
8 H 0.19
9 H 0.20
10 H 0.21
11 H 0.22
12 H 0.20
13 H 0.21
14 H 0.21
15 H 0.21
16 H 0.23
17 H 0.21
18 H 0.17
19 H 0.47

> Which value of max |F| does entry 1 give?

1.14 eV/A

> Among the records above, which one has the lowest energy above the lowest of the compared OMol25 structures with the same formula, charge and spin?

C33H27Cl3MgN4O11Se